Run 1
Formula: C2H6N3O
Source: the OMol25 dataset
Level of theory: ωB97M-V/def2-TZVPD

Output
Orbital gap ... 10.3 eV
Total charge ... +1

Each line ends with the Löwdin charge.
Cartesian coordinates (Å):
C  1.240  -0.951  -0.170  0.020
C  0.803  0.434  0.401  -0.222
N  -2.925  -0.076  -0.286  0.266
N  -0.974  0.025  0.880  0.244
N  -1.904  0.059  0.235  -0.142
O  0.858  1.463  -0.389  0.129
H  1.029  -0.925  -1.241  0.107
H  0.840  -1.679  0.420  0.055
H  2.310  -0.958  -0.068  0.102
H  1.194  0.628  1.471  0.180
H  -3.083  -0.341  -1.196  0.112
H  0.610  2.321  -0.057  0.149

***

Run 2
Formula: C2H6N3O
Source: the OMol25 dataset
Level of theory: ωB97M-V/def2-TZVPD

Output
Orbital gap ... 10.2 eV
Total charge ... +1

Each line ends with the Löwdin charge.
Cartesian coordinates (Å):
C  -0.714  -0.336  0.030  -0.326
C  -0.988  1.123  0.002  -0.007
N  -1.958  0.035  0.151  0.182
N  0.233  -1.152  0.009  0.198
N  1.834  -0.130  0.085  0.017
O  1.439  1.024  0.034  -0.003
H  -0.915  1.656  -0.937  0.127
H  -0.834  1.727  0.884  0.121
H  -2.825  -0.220  -0.292  0.165
H  0.168  -2.155  0.091  0.140
H  2.176  -0.504  0.991  0.194
H  2.273  -0.544  -0.758  0.193

***

Energy comparison, zero being the most stable, in hartree: run 1 0.0000; run 2 0.0381.

***

Run 1
Formula: C2H4N3
Source: the OMol25 dataset
Level of theory: ωB97M-V/def2-TZVPD

Output
Orbital gap ... 10.5 eV
Structure (SMILES) ... [NH+]#C/N=C/N
Total charge ... +1

Each line ends with the Löwdin charge.
Cartesian coordinates (Å):
N  2.823  -0.001  0.069  0.299
C  1.677  0.234  0.110  -0.146
N  0.412  0.279  0.197  0.168
C  -0.805  -0.224  0.075  -0.152
N  -2.001  0.245  0.073  0.226
H  3.686  -0.130  -0.458  0.149
H  -0.930  -1.267  0.110  0.139
H  -2.774  -0.386  -0.141  0.162
H  -2.088  1.249  -0.037  0.154

***

Run 2
Formula: C2H4N3
Source: the OMol25 dataset
Level of theory: ωB97M-V/def2-TZVPD

Output
Orbital gap ... 11.9 eV
Total charge ... +1

Each line ends with the Löwdin charge.
Cartesian coordinates (Å):
C  -1.264  1.801  -1.010  0.011
C  0.964  -1.248  0.872  -0.185
N  2.010  -1.689  1.131  0.349
N  -1.296  2.493  -1.966  0.112
N  -0.191  -0.866  0.645  0.239
H  2.800  -1.841  1.758  0.164
H  -1.636  3.173  -2.502  0.026
H  -0.582  -0.228  -0.061  0.069
H  -0.806  -1.596  1.134  0.215

***

Run 3
Formula: C2H4N3
Source: the OMol25 dataset
Level of theory: ωB97M-V/def2-TZVPD

Output
Orbital gap ... 10.9 eV
Structure (SMILES) ... N=C=NC=[NH2+]
Total charge ... +1

Each line ends with the Löwdin charge.
Cartesian coordinates (Å):
N  -2.768  -0.124  -0.003  0.313
C  -1.610  0.067  0.002  -0.162
N  -0.391  -0.168  -0.004  0.169
C  0.825  0.313  -0.013  -0.123
N  1.928  -0.406  -0.004  0.216
H  -3.673  0.298  0.047  0.128
H  0.964  1.398  -0.031  0.166
H  2.833  0.039  -0.009  0.143
H  1.893  -1.419  0.014  0.150

***

Energy comparison, zero being the most stable, in hartree: run 1 0.0270; run 2 0.0723; run 3 0.0000.

***

Run 1
Formula: C4H11PS
Source: the OMol25 dataset
Level of theory: ωB97M-V/def2-TZVPD

Output
Orbital gap ... 10.2 eV
Structure (SMILES) ... C=C(C)C.PS

Each line ends with the Löwdin charge.
Cartesian coordinates (Å):
C  0.882  -1.257  0.165  0.020
C  1.483  -0.079  0.122  -0.438
C  2.525  0.342  1.115  -0.076
C  1.183  0.947  -0.928  -0.079
H  0.143  -1.544  -0.566  0.041
H  1.097  -1.984  0.931  0.056
H  2.654  -0.398  1.898  0.072
H  3.478  0.483  0.608  0.080
H  2.250  1.293  1.569  0.079
H  0.723  1.822  -0.470  0.081
H  0.513  0.559  -1.690  0.068
H  2.106  1.274  -1.409  0.079
P  -3.179  -0.806  -0.229  0.363
S  -4.768  0.528  0.010  0.234
H  -3.622  -1.388  -1.426  -0.168
H  -2.368  0.095  -0.922  -0.177
H  -5.099  0.113  1.224  -0.235

***

Run 2
Formula: C4H11PS
Source: the OMol25 dataset
Level of theory: ωB97M-V/def2-TZVPD

Output
Orbital gap ... 9.6 eV
Structure (SMILES) ... CC(C)(C)[PH2]=S

Each line ends with the Löwdin charge.
Cartesian coordinates (Å):
C  -1.495  0.266  0.047  -0.159
C  -0.077  0.078  0.034  -0.781
C  0.499  0.066  1.567  -0.091
C  0.654  1.172  -0.823  -0.138
P  0.364  -1.552  -0.834  0.274
S  2.104  -1.800  -1.477  0.167
H  -1.755  0.747  -0.800  0.043
H  -2.111  -0.699  0.147  0.120
H  -1.665  0.926  0.829  0.067
H  1.595  -0.282  1.724  0.093
H  -0.130  -0.683  2.204  0.093
H  0.355  1.081  1.954  0.062
H  1.701  1.220  -0.625  0.040
H  0.514  1.095  -1.936  0.081
H  0.264  2.282  -0.601  0.124
H  -0.677  -1.396  -1.683  -0.037
H  -0.139  -2.521  0.274  0.041

***

Energy comparison, zero being the most stable, in hartree: run 1 0.0000; run 2 0.0112.

***

Run 1
Formula: C21H22N2O3
Source: the OMol25 dataset
Level of theory: ωB97M-V/def2-TZVPD

Output
Orbital gap ... 8.4 eV
Structure (SMILES) ... COc1ccc(/C=C\C(=O)NCc2ccc3[nH]c(C)cc3c2)cc1OC

Each line ends with the Löwdin charge.
Cartesian coordinates (Å):
C  -2.282  -1.193  -2.069  -0.075
O  -1.588  -1.735  -0.971  -0.069
C  -0.256  -1.465  -0.869  -0.208
C  0.421  -0.514  -1.613  0.002
C  1.785  -0.336  -1.461  -0.023
C  2.508  -1.131  -0.583  -0.244
C  3.964  -0.997  -0.483  -0.050
C  4.611  0.165  -0.418  0.004
C  3.907  1.477  -0.301  -0.525
O  4.116  2.428  -1.028  0.057
N  3.058  1.504  0.753  0.075
C  2.088  2.553  0.987  -0.121
C  0.687  1.995  0.963  -0.214
C  0.360  0.960  1.853  -0.048
C  -0.888  0.381  1.872  -0.008
C  -1.836  0.874  0.986  -0.218
N  -3.141  0.527  0.795  0.134
C  -3.682  1.315  -0.189  -0.332
C  -5.102  1.149  -0.600  -0.024
C  -2.731  2.185  -0.641  -0.001
C  -1.536  1.929  0.090  -0.168
C  -0.254  2.476  0.077  0.021
C  1.830  -2.090  0.175  0.028
C  0.461  -2.247  0.064  -0.204
O  -0.287  -3.129  0.787  -0.071
C  0.365  -3.937  1.733  -0.086
H  -3.280  -1.629  -2.028  0.095
H  -2.360  -0.104  -2.007  0.077
H  -1.807  -1.470  -3.015  0.102
H  -0.110  0.104  -2.318  0.115
H  2.295  0.406  -2.055  0.125
H  4.524  -1.925  -0.498  0.114
H  5.689  0.214  -0.454  0.112
H  2.898  0.640  1.246  0.121
H  2.290  3.018  1.961  0.128
H  2.231  3.301  0.205  0.121
H  1.110  0.614  2.552  0.112
H  -1.126  -0.423  2.552  0.115
H  -3.614  -0.231  1.255  0.167
H  -5.327  1.805  -1.436  0.081
H  -5.299  0.119  -0.898  0.075
H  -5.771  1.395  0.225  0.082
H  -2.861  2.927  -1.403  0.111
H  -0.006  3.270  -0.612  0.122
H  2.398  -2.700  0.860  0.112
H  -0.415  -4.543  2.191  0.094
H  0.857  -3.337  2.506  0.095
H  1.103  -4.596  1.263  0.097

***

Run 2
Formula: C21H22N2O3
Source: the OMol25 dataset
Level of theory: ωB97M-V/def2-TZVPD

Output
Orbital gap ... 8.6 eV
Structure (SMILES) ... COC(=O)[C@H](Cc1ccccc1)NC(=O)CCc1c[nH]c2ccccc12

Each line ends with the Löwdin charge.
Cartesian coordinates (Å):
C  4.702  -0.140  -3.164  -0.041
O  3.385  0.153  -2.718  -0.037
C  3.274  0.484  -1.432  -0.508
O  4.194  0.737  -0.702  0.126
C  1.802  0.679  -1.045  -0.188
C  1.610  2.105  -0.506  -0.083
C  0.198  2.324  -0.044  -0.236
C  -0.144  2.172  1.294  -0.046
C  -1.446  2.374  1.718  -0.076
C  -2.423  2.731  0.806  -0.109
C  -2.097  2.867  -0.533  -0.087
C  -0.796  2.660  -0.955  -0.043
N  1.470  -0.285  -0.019  0.140
C  2.060  -1.495  0.024  -0.472
O  2.947  -1.806  -0.748  0.089
C  1.494  -2.426  1.073  -0.081
C  0.287  -3.174  0.475  -0.125
C  -0.807  -2.241  0.073  -0.204
C  -1.095  -1.806  -1.188  -0.047
N  -2.164  -0.952  -1.162  0.095
C  -2.597  -0.823  0.125  -0.213
C  -3.664  -0.106  0.652  -0.042
C  -3.863  -0.169  2.013  -0.107
C  -3.025  -0.926  2.837  -0.101
C  -1.976  -1.651  2.319  -0.026
C  -1.752  -1.612  0.942  -0.135
H  5.047  -1.057  -2.685  0.100
H  5.380  0.677  -2.907  0.094
H  4.640  -0.267  -4.242  0.091
H  1.182  0.515  -1.938  0.156
H  2.312  2.248  0.318  0.129
H  1.861  2.809  -1.301  0.134
H  0.621  1.917  2.014  0.118
H  -1.697  2.257  2.761  0.107
H  -3.434  2.908  1.139  0.104
H  -2.857  3.144  -1.249  0.103
H  -0.542  2.777  -1.999  0.114
H  0.679  -0.074  0.572  0.124
H  1.185  -1.861  1.953  0.115
H  2.264  -3.144  1.354  0.123
H  -0.089  -3.881  1.217  0.118
H  0.623  -3.737  -0.398  0.123
H  -0.608  -2.052  -2.112  0.130
H  -2.579  -0.510  -1.964  0.155
H  -4.314  0.471  0.012  0.111
H  -4.685  0.373  2.458  0.102
H  -3.216  -0.945  3.900  0.098
H  -1.344  -2.245  2.962  0.109

***

Energy comparison, zero being the most stable, in hartree: run 1 0.0597; run 2 0.0000.

***

Run 1
Formula: CH2N2S2
Source: the OMol25 dataset
Level of theory: ωB97M-V/def2-TZVPD

Output
Orbital gap ... 10.0 eV
Structure (SMILES) ... N#CSSN

Each line ends with the Löwdin charge.
Cartesian coordinates (Å):
N  -4.248  -0.497  -0.191  0.081
C  -3.408  -0.926  -0.844  -0.746
S  -2.116  -1.385  -1.875  0.527
S  -0.986  0.348  -1.563  0.508
N  -0.045  -0.090  -0.246  -0.437
H  0.481  -0.879  -0.480  -0.021
H  -0.365  -0.364  0.733  0.088

***

Run 2
Formula: CH2N2S2
Source: the OMol25 dataset
Level of theory: ωB97M-V/def2-TZVPD

Output
Orbital gap (alpha / beta) ... 6.3 / 7.8 eV

Each line ends with the Löwdin charge.
Cartesian coordinates (Å):
C  0.106  -0.214  -1.733  -0.271
N  0.316  -0.550  -2.816  -0.079
N  -0.140  0.164  0.692  -0.972
S  -1.643  -0.056  1.226  0.806
S  1.178  -0.730  1.149  0.700
H  -1.826  1.156  1.027  -0.156
H  2.008  0.231  0.455  -0.029

***

Energy comparison, zero being the most stable, in hartree: run 1 0.0000; run 2 0.1767.

***

Run 1
Formula: C6H14BNO2
Source: the OMol25 dataset
Level of theory: ωB97M-V/def2-TZVPD

Output
Orbital gap ... 6.4 eV

Each line ends with the Löwdin charge.
Cartesian coordinates (Å):
B  1.791  0.222  0.136  -0.202
C  -0.570  -0.594  0.637  -0.279
C  -1.479  0.896  0.131  -0.759
C  -1.092  -1.843  0.046  -0.048
C  -1.496  1.052  -1.360  -0.032
C  -2.862  0.419  0.620  -0.049
C  4.179  -0.021  0.313  -0.060
N  3.014  0.720  -0.249  0.125
O  0.719  -0.311  0.362  0.223
O  -1.018  1.864  0.758  -0.114
H  -0.649  -0.489  1.667  0.128
H  -0.789  -1.985  -1.051  0.110
H  -2.155  -1.908  0.078  0.051
H  -0.430  -2.679  0.387  0.088
H  -0.412  1.007  -1.778  0.101
H  -2.026  1.918  -1.596  0.060
H  -1.940  0.092  -1.775  0.087
H  -3.546  1.160  0.493  0.043
H  -2.869  0.310  1.655  0.060
H  -3.261  -0.565  0.166  0.090
H  3.980  -0.762  1.066  0.085
H  4.763  -0.474  -0.482  0.087
H  4.823  0.728  0.789  0.091
H  3.324  1.243  -1.012  0.113

***

Run 2
Formula: C6H14BNO2
Source: the OMol25 dataset
Level of theory: ωB97M-V/def2-TZVPD

Output
Orbital gap ... 10.4 eV
Structure (SMILES) ... NB(O)OC1CCCCC1

Each line ends with the Löwdin charge.
Cartesian coordinates (Å):
N  -3.196  1.532  -1.927  0.195
B  -2.327  0.712  -1.204  -0.467
O  -2.676  -0.990  -1.354  -0.099
O  -1.511  1.053  -0.132  0.088
C  -0.511  0.243  0.431  -0.273
C  0.173  -0.742  -0.597  -0.139
C  1.222  -1.586  0.051  -0.192
C  2.393  -0.739  0.518  -0.215
C  1.917  0.305  1.487  -0.218
C  0.741  1.145  0.977  -0.102
H  -4.001  1.120  -2.320  0.063
H  -3.199  2.618  -1.945  0.144
H  -2.328  -1.292  -0.502  0.017
H  -0.870  -0.310  1.238  0.125
H  0.766  -0.130  -1.181  0.101
H  -0.571  -1.142  -1.183  0.065
H  1.654  -2.284  -0.628  0.108
H  0.783  -2.042  0.937  0.121
H  2.923  -1.370  1.204  0.104
H  2.958  -0.432  -0.318  0.107
H  1.688  -0.123  2.508  0.130
H  2.784  0.941  1.740  0.111
H  0.247  1.609  1.922  0.135
H  0.941  1.905  0.278  0.092

***

Run 3
Formula: C6H14BNO2
Source: the OMol25 dataset
Level of theory: ωB97M-V/def2-TZVPD

Output
Orbital gap (alpha / beta) ... 8.0 / 8.1 eV

Each line ends with the Löwdin charge.
Cartesian coordinates (Å):
B  0.135  -0.568  -0.515  -0.615
C  0.271  -0.428  3.027  -0.123
C  1.313  0.595  2.743  -0.055
C  1.283  1.186  -2.193  -0.095
C  -2.292  -0.585  -1.362  -0.118
C  0.945  -0.294  -1.911  -0.139
C  -1.245  0.210  -0.473  -0.173
N  -0.124  -1.257  2.165  -0.102
O  -0.913  -2.186  2.115  0.065
O  0.748  -1.140  0.467  0.136
H  -0.563  -0.409  3.733  0.156
H  1.542  0.938  3.774  0.079
H  0.865  1.394  2.060  0.117
H  2.321  0.205  2.509  0.094
H  1.793  1.578  -1.371  0.061
H  1.710  1.219  -3.151  0.060
H  0.378  1.748  -2.225  0.048
H  -2.581  -1.477  -0.618  0.111
H  -3.134  0.128  -1.491  0.064
H  -1.932  -0.975  -2.342  0.068
H  0.442  -0.766  -2.722  0.079
H  1.937  -0.686  -1.822  0.080
H  -1.085  1.124  -1.007  0.050
H  -1.812  0.446  0.613  0.152

***

Energy comparison, zero being the most stable, in hartree: run 1 0.1821; run 2 0.0000; run 3 0.2236.